Entry 1:
DFT (ωB97M-V/def2-TZVPD) results for a structure of composition C30H22N3O3PbSSe3Te at a distorted geometry.

Output
HOMO energy (spin up / spin down) in hartree: -0.3950 / -0.4023
Charge: +1
Calculated total energy in Ha: -9609.5189
Relative energy (zero: lowest compared OMol25 entry of this formula, charge and spin) in kJ/mol: 0.0

Element x y z (Å)
Pb -1.356 0.097 0.487
C -0.783 4.857 1.971
C -1.168 4.855 3.290
C -1.567 3.687 3.815
C -1.451 2.472 3.104
N -1.183 2.496 1.821
C -0.926 3.672 1.230
C -1.651 1.170 3.740
C -1.299 1.081 5.107
C -1.370 -0.088 5.801
C -2.007 -1.190 5.132
C -2.314 -1.056 3.764
N -2.050 0.053 3.047
H -0.563 5.754 1.379
H -1.226 5.769 3.864
H -1.893 3.576 4.839
H -0.903 3.795 0.154
H -0.890 2.041 5.506
H -1.045 -0.097 6.871
H -2.415 -2.011 5.670
H -2.734 -1.931 3.255
Se -8.553 -1.863 -0.810
Se -6.317 -1.459 -0.983
Te -6.142 0.900 -0.065
Se -4.074 2.064 -0.528
O -1.517 -2.031 -1.255
S -1.285 -2.876 -2.514
C -1.218 -1.809 -3.893
C -1.067 -0.490 -3.570
C -0.980 0.503 -4.589
C -1.063 0.060 -5.882
C -1.347 -1.258 -6.200
C -1.383 -2.232 -5.215
C 0.408 -3.522 -2.451
C 0.612 -4.519 -1.542
C 1.935 -5.010 -1.391
C 3.027 -4.386 -2.039
C 2.774 -3.329 -2.920
C 1.495 -2.776 -3.020
H -1.150 -0.252 -2.533
H -0.899 1.555 -4.365
H -0.959 0.715 -6.743
H -1.413 -1.612 -7.203
H -1.712 -3.251 -5.457
H -0.306 -4.773 -1.011
H 2.038 -5.735 -0.573
H 4.032 -4.792 -2.062
H 3.628 -2.992 -3.565
H 1.239 -1.965 -3.752
O 0.973 2.641 -0.861
C 1.482 1.762 -0.180
N 0.882 0.602 0.170
C 1.590 -0.057 1.163
O 1.134 -0.960 1.870
C 2.912 0.605 1.249
C 4.145 0.202 1.777
C 5.273 0.937 1.452
C 5.227 2.076 0.708
C 4.021 2.428 0.104
C 2.861 1.733 0.399
H 4.196 -0.514 2.542
H 6.230 0.592 1.821
H 6.123 2.731 0.605
H 3.945 3.349 -0.538

Atom charges from the natural (NBO) analysis, given in e for atoms 1 to 4: 1.5280 -0.2229 -0.1577 -0.2175

Entry 2:
DFT (ωB97M-V/def2-TZVPD) results for a structure of composition C8H17N2O at a distorted geometry.

Output
HOMO energy in hartree: -0.4691
Charge: +1
Calculated total energy in Ha: -499.4063
Relative energy (zero: lowest compared OMol25 entry of this formula, charge and spin) in kJ/mol: 331.2

Element x y z (Å)
C 1.370 -1.015 -0.280
C -0.219 0.718 -0.866
C -0.912 -0.068 0.887
C 2.737 -1.612 -0.233
C -0.997 -0.007 -1.911
C -0.279 2.202 -0.779
C -0.089 0.422 1.990
C -2.321 0.197 0.969
N 0.473 -1.855 0.117
N 1.096 0.216 -0.642
O -0.749 -1.501 0.589
H 2.748 -2.604 -0.928
H 2.937 -1.769 0.850
H 3.497 -1.020 -0.675
H -1.893 0.448 -2.005
H -0.976 -1.174 -1.780
H -0.419 0.082 -2.758
H -1.273 2.466 -0.752
H 0.150 2.785 -1.573
H 0.212 2.518 0.276
H -0.542 0.147 2.955
H 0.093 1.550 1.965
H 0.906 0.114 1.867
H -2.740 -0.298 1.932
H -2.793 -0.250 0.156
H -2.566 1.259 1.066
H 0.711 -2.727 0.374
H 1.837 0.778 -0.812

Atom charges from the natural (NBO) analysis, given in e for atoms 1 to 4: 0.4922 0.1879 0.3411 -0.6785

Entry 3:
DFT (ωB97M-V/def2-TZVPD) results for a structure of composition C33H73BeCl9N4O8P at a distorted geometry.

Output
HOMO energy (spin up / spin down) in hartree: -0.3858 / -0.4130
Charge: +1
⟨S²⟩: 2.009
Calculated total energy in Ha: -6619.6499
2S+1: 3

Element x y z (Å)
Be -0.802 -1.587 -0.790
C -2.752 3.307 -3.822
C -1.636 2.638 -4.634
C -1.502 3.059 -6.059
O -0.610 2.159 -6.713
C 0.104 2.687 -7.812
N -0.351 2.697 -3.855
H 0.326 1.955 -4.026
H 0.189 3.542 -4.045
H -0.506 2.609 -2.834
H -2.799 3.156 -2.746
H -3.747 3.118 -4.221
H -2.693 4.393 -3.957
H -1.774 1.554 -4.643
H -1.133 4.089 -6.146
H -2.420 3.043 -6.651
H 0.508 1.899 -8.447
H 0.991 3.226 -7.464
H -0.513 3.326 -8.446
C 2.090 2.363 1.703
C 3.294 2.262 0.738
C 4.201 1.101 1.110
O 5.441 1.235 0.439
C 5.764 0.249 -0.533
N 2.807 2.021 -0.682
H 1.916 2.511 -0.905
H 3.495 2.138 -1.416
H 2.263 1.153 -0.848
H 1.555 3.303 1.563
H 2.413 2.360 2.744
H 1.383 1.540 1.581
H 3.808 3.218 0.666
H 3.765 0.117 0.928
H 4.392 1.082 2.186
H 5.153 0.303 -1.438
H 5.720 -0.748 -0.089
H 6.817 0.402 -0.764
P -0.296 0.845 -1.026
O -0.809 0.064 -2.305
O 0.907 -0.149 -0.687
O -1.413 0.465 -0.023
O 0.061 2.340 -1.148
C -3.574 0.024 2.634
C -2.640 -0.891 3.374
C -3.033 -0.887 4.875
C -4.373 -1.547 5.129
C -4.236 -2.991 4.680
C -3.772 -3.161 3.198
N -2.623 -2.297 2.898
O -2.048 -2.446 1.726
C -3.389 -4.648 3.170
C -5.003 -2.908 2.319
C -1.265 -0.175 3.329
H -3.515 1.004 3.115
H -4.643 -0.180 2.655
H -3.139 0.160 1.644
H -2.261 -1.289 5.534
H -3.150 0.176 5.099
H -5.191 -0.986 4.676
H -4.596 -1.536 6.198
H -5.232 -3.424 4.778
H -3.506 -3.549 5.267
H -2.323 -4.777 3.380
H -3.872 -5.309 3.888
H -3.473 -5.124 2.190
H -5.650 -2.129 2.719
H -4.814 -2.806 1.252
H -5.597 -3.818 2.430
H -1.179 0.719 3.941
H -0.937 0.051 2.313
H -0.565 -0.947 3.665
C 3.388 -2.483 -0.492
C 3.023 -3.817 0.196
C 4.313 -4.365 0.792
C 4.626 -3.631 2.108
C 3.443 -3.635 3.132
C 2.139 -3.118 2.509
N 1.950 -3.774 1.206
O 0.776 -3.546 0.674
C 1.101 -3.596 3.520
C 2.191 -1.589 2.430
C 2.673 -4.853 -0.891
H 3.655 -1.711 0.221
H 2.559 -2.230 -1.153
H 4.224 -2.657 -1.170
H 4.191 -5.437 0.966
H 5.174 -4.222 0.142
H 4.848 -2.572 1.961
H 5.463 -4.184 2.535
H 3.789 -3.085 4.005
H 3.321 -4.689 3.391
H 0.955 -4.676 3.537
H 1.273 -3.208 4.521
H 0.111 -3.242 3.211
H 3.198 -1.182 2.486
H 1.573 -1.244 1.598
H 1.692 -1.211 3.325
H 2.177 -5.710 -0.437
H 3.486 -5.137 -1.552
H 1.908 -4.347 -1.485
Cl -3.056 4.842 2.667
C -2.761 3.449 1.649
C -2.388 3.850 0.227
Cl -3.648 4.769 -0.584
H -3.653 2.831 1.674
H -1.903 2.890 2.023
H -2.254 2.897 -0.279
H -1.495 4.469 0.255
Cl 0.934 -2.559 -3.428
C 1.169 -1.028 -4.324
C 0.068 -0.750 -5.312
Cl -0.216 -2.128 -6.404
H 2.125 -1.107 -4.838
H 1.204 -0.202 -3.615
H 0.279 0.096 -5.966
H -0.879 -0.494 -4.838
Cl -0.289 5.997 -2.503
C 1.075 5.459 -1.460
C 1.582 6.686 -0.753
Cl 2.903 6.206 0.344
H 1.865 4.995 -2.048
H 0.635 4.721 -0.793
H 0.884 7.229 -0.120
H 1.960 7.447 -1.435
C -4.135 0.703 -1.574
Cl -5.008 1.235 -0.132
Cl -5.201 1.037 -2.958
Cl -3.780 -1.027 -1.539
H -3.245 1.286 -1.777

Atom charges from the Mulliken analysis, given in e for atoms 1 to 4: 0.2926 -1.0682 1.2660 -1.1274

Entry 4:
DFT (ωB97M-V/def2-TZVPD) results for an isolated molecule of C5H8O2.

Output
HOMO energy in hartree: -0.3357
Calculated total energy in Ha: -345.6454
Relative energy (zero: lowest compared OMol25 entry of this formula, charge and spin) in kJ/mol: 419.0

Element x y z (Å)
O -0.271 -0.309 1.660
C 0.327 0.901 1.242
C 0.166 0.994 -0.264
C -1.720 -0.997 -1.196
C -0.344 -1.252 -1.111
O -0.279 -2.465 -1.318
C 0.740 -0.232 -0.983
H -0.002 -0.489 2.568
H -0.152 1.765 1.724
H 1.397 0.916 1.501
H 0.613 1.924 -0.624
H -2.232 -1.164 -0.241
H -0.909 1.069 -0.501
H 1.597 -0.666 -0.458
H 1.069 0.008 -2.000

Atom charges from the natural (NBO) analysis, given in e for atoms 1 to 4: -0.7314 -0.0593 -0.4110 -0.0775

Entry 5:
DFT (ωB97M-V/def2-TZVPD) results for a cluster of 2 separate species, C4H13NSi in total at a distorted geometry.

Output
HOMO energy (spin up / spin down) in hartree: -0.2645 / -0.2801
Calculated total energy in Ha: -504.3147
Relative energy (zero: lowest compared OMol25 entry of this formula, charge and spin) in kJ/mol: 387.3

Element x y z (Å)
C 0.196 -1.584 -2.249
C -1.527 -0.144 0.825
C -0.475 -0.359 -1.651
C -0.429 -0.464 -0.113
N 0.743 1.672 2.452
Si 1.755 1.402 0.988
H -0.424 -2.428 -1.986
H 1.085 -1.710 -1.678
H 0.380 -1.625 -3.298
H -2.108 0.708 0.426
H -2.281 -1.041 0.911
H -1.134 0.140 1.723
H -0.133 0.613 -2.107
H -1.592 -0.408 -1.895
H 0.328 -1.282 0.231
H 0.997 1.186 3.310
H -0.215 1.586 2.193
H 3.112 1.075 1.481
H 1.720 2.663 0.438

Atom charges from the natural (NBO) analysis, given in e for atoms 1 to 4: -0.6012 -0.6848 -0.4706 -0.1433